# C34H50P2Sc

C34H50P2Sc as an isolated structure in a non-equilibrium geometry (ωB97M-V/def2-TZVPD, OMol25).

XYZ file:
```
87
Properties=species:S:1:pos:R:3
Sc -1.87196 1.08656 0.01163
C 2.30115 2.12675 1.20358
C 1.27269 2.14830 2.19394
C 2.12018 0.00977 2.14616
C 2.85009 0.78435 1.18870
C 1.18307 0.84743 2.76812
C 2.65252 3.26247 0.34447
H 2.41584 4.18672 0.88245
H 2.07084 3.27721 -0.58992
H 3.71596 3.27631 0.07691
C 3.81944 0.23879 0.28836
H 4.35226 0.98120 -0.30190
H 3.14904 -0.63206 -0.71612
H 4.50421 -0.47296 0.78477
C 2.25922 -1.44463 2.40187
H 3.10965 -1.88729 1.88047
H 1.34967 -1.97398 2.07478
H 2.37715 -1.61475 3.47900
C 0.25053 0.48078 3.85739
H 0.75035 0.52607 4.84129
H -0.14460 -0.53936 3.72850
H -0.58373 1.18634 3.88302
C 0.44245 3.31061 2.58512
H 0.81077 3.79729 3.51148
H -0.61171 3.03219 2.78614
H 0.42594 4.08793 1.81092
C -2.44146 0.96776 -2.03226
C -1.90705 2.21196 -1.72121
C -2.82172 3.23835 -1.05116
C -2.98386 3.33375 0.48327
C -3.13034 2.06208 1.33533
C -3.70956 0.88271 0.92526
C -4.53397 0.71749 -0.36294
C -3.84887 0.56583 -1.76785
H -3.83550 3.17973 -1.50478
H -3.91037 3.95249 0.58554
H -2.39147 4.20365 -1.34610
H -4.48588 1.16700 -2.44453
H -1.84383 0.21549 -2.57947
H -0.84848 2.58802 -2.12344
H -3.96153 -0.48588 -2.07917
H -5.08649 -0.24077 -0.17872
H -3.83382 0.07587 1.67628
H -5.29204 1.54350 -0.46265
H -2.18644 3.94852 0.95291
H -2.51671 2.05546 2.26870
P 1.03247 3.76789 -2.73425
P -0.92560 -3.50520 1.78696
C -1.10824 -1.18694 0.06831
C -1.80135 -2.50049 0.33433
H -0.32227 -0.93075 0.82883
H -0.60591 -1.17074 -0.92006
H -2.90399 -2.45702 0.56845
H -1.57108 -3.16087 -0.52756
C -1.74606 -5.10099 1.50068
H -1.26431 -5.86006 2.13046
H -1.55837 -5.36525 0.45376
H -2.81912 -5.08465 1.71707
C -1.92222 -2.65167 3.11721
H -2.96142 -3.02402 3.16651
H -1.91013 -1.55767 2.93690
H -1.41720 -2.85679 4.07957
C 0.72907 3.21148 -4.44603
H 1.32922 3.93095 -5.03946
H -0.34509 3.13856 -4.69573
H 1.13905 2.16975 -4.52458
C 0.01426 5.30180 -2.36513
H -0.16846 5.38534 -1.27615
H -0.99933 5.37269 -2.82235
H 0.71447 6.12424 -2.65361
C 3.32420 -5.51168 -0.62461
C 4.16188 -4.52061 -0.04138
C 3.97356 -3.18419 -0.35057
C 2.85446 -2.78098 -1.14429
C 2.56850 -1.43024 -1.36152
C 1.62187 -1.03570 -2.27099
C 0.85661 -2.00462 -2.97742
C 1.10566 -3.35990 -2.75914
C 2.05886 -3.80146 -1.82005
C 2.35537 -5.16252 -1.55789
H 3.47433 -6.55478 -0.36009
H 4.98407 -4.82101 0.61692
H 4.71495 -2.42133 -0.07363
H 1.45681 0.03535 -2.46314
H 0.10605 -1.67732 -3.70298
H 0.56949 -4.09622 -3.37843
H 1.80329 -5.92744 -2.10904
```

The value obtained for the highest occupied orbital energy (alpha / beta) is -9.33 / -9.33 eV. The charge is +1. The calculation puts the LUMO energy (alpha / beta) at -4.02 / -4.52 eV. The energy relative to the best compared isomer or geometry (same formula, charge and spin) is 1.728 eV. As for the HOMO-LUMO gap (alpha / beta): 0.19499 / 0.17671 hartree.